1.
Computed, not measured: a molecular structure, C28H56N10O3SSi3Ti at a distorted geometry, with wB97M-V/def2-TZVPD.

ΔE to the lowest compared entry with this formula, charge and spin = 1.319 eV
frontier orbital gap (spin up / spin down) = 5.473 / 7.019 eV
2S+1 = 3

Each line ends with the Löwdin charge.
Cartesian coordinates (Å):
1 Ti 12.29367 9.20113 8.72431  0.75
2 C 13.15083 11.02768 11.53177  -0.10
3 O 13.35910 9.98629 10.56141  -0.42
4 Si 14.90073 9.32344 10.01226  0.42
5 C 15.40056 8.05331 11.39525  -0.16
6 C 15.96180 10.85511 10.37525  -0.18
7 C 14.30906 8.84240 8.30537  -0.52
8 Si 15.29147 9.58928 6.80180  0.45
9 C 14.47576 9.41801 5.08576  -0.17
10 C 17.08757 8.98957 6.68880  -0.16
11 C 15.47530 11.44511 7.08516  -0.19
12 Si 14.57812 7.05578 7.88737  0.43
13 C 16.31681 6.34090 8.49129  -0.19
14 C 14.70195 6.51270 6.00921  -0.19
15 C 13.17027 5.97129 8.66320  -0.19
16 H 14.02253 11.18698 12.16342  0.07
17 H 12.35798 10.77041 12.21882  0.07
18 H 13.06992 12.01167 10.90662  0.12
19 H 16.53231 7.96219 11.22969  0.05
20 H 14.84384 7.09757 11.40722  0.02
21 H 15.18665 8.45703 12.38394  0.02
22 H 16.19025 10.91726 11.48790  0.05
23 H 15.25758 11.73441 10.16735  0.05
24 H 16.97815 10.91095 9.82776  0.06
25 H 14.53764 10.35379 4.55300  0.02
26 H 13.50868 8.93831 5.14453  0.00
27 H 15.11674 8.75034 4.52663  0.02
28 H 17.34626 8.63433 5.70375  0.02
29 H 17.10440 8.06568 7.33240  -0.01
30 H 17.86077 9.69071 6.97109  0.03
31 H 15.58663 12.01105 6.18057  0.02
32 H 16.28971 11.59922 7.77987  0.00
33 H 14.60912 11.92362 7.57443  0.02
34 H 16.83626 5.73269 7.76653  0.02
35 H 16.04709 5.55569 9.20348  0.02
36 H 16.97620 7.13340 8.87502  0.02
37 H 15.71989 6.72260 5.66309  0.02
38 H 14.00726 7.09547 5.34701  0.00
39 H 14.32845 5.45721 5.95396  0.04
40 H 13.56509 5.98859 9.73908  0.04
41 H 13.11546 4.91990 8.29831  0.04
42 H 12.11525 6.43130 8.60261  0.00
43 C 6.43784 11.02579 15.71526  -0.02
44 N 7.28635 12.06559 15.05206  -0.13
45 C 6.84976 13.30606 14.61494  -0.06
46 C 7.94310 13.96574 14.05755  -0.05
47 N 8.98025 13.01447 14.06046  0.01
48 C 8.66489 11.91754 14.73330  -0.84
49 S 9.75246 10.78150 15.32929  0.52
50 H 5.61148 11.49968 16.21141  0.07
51 H 7.11690 10.47984 16.44469  0.08
52 H 6.13755 10.36868 14.90956  0.08
53 H 5.84980 13.57861 14.86232  0.10
54 H 8.09046 14.99348 13.81356  0.10
55 H 9.85494 13.04925 13.52245  0.10
56 C 9.11622 6.89788 4.89899  -0.03
57 N 10.19528 7.08795 5.85324  -0.13
58 C 11.09011 5.94316 5.62501  -0.01
59 C 10.53327 8.20474 6.44015  -0.44
60 C 9.78039 9.42747 6.03408  0.02
61 O 11.53732 8.35276 7.24171  -0.15
62 H 8.68554 5.93558 5.09956  0.09
63 H 9.61057 6.86215 3.91508  0.11
64 H 8.37338 7.68258 4.98126  0.08
65 H 10.54206 5.02013 5.90221  0.11
66 H 11.92157 6.00616 6.36945  0.07
67 H 11.42474 5.96776 4.62261  0.08
68 H 10.06866 10.27471 6.66326  0.07
69 H 8.69283 9.28913 6.14065  0.09
70 H 10.04633 9.66668 5.01696  0.10
71 C 9.85421 7.03204 9.57652  -0.16
72 N 10.56537 8.25088 9.93100  -0.15
73 C 9.53790 9.35959 9.89059  -0.14
74 N 8.41117 9.19702 10.89420  -0.05
75 C 7.74808 7.90982 10.51615  -0.15
76 N 8.74533 6.83111 10.54234  -0.09
77 C 9.25646 6.71610 11.90474  -0.18
78 N 9.90852 7.93414 12.32542  -0.07
79 C 10.96024 8.23701 11.40164  -0.15
80 C 8.95639 9.03430 12.25663  -0.19
81 H 10.53806 6.20702 9.68654  0.11
82 H 9.46987 7.21244 8.58007  0.12
83 H 9.13859 9.64891 8.89854  0.13
84 H 10.11659 10.27834 10.26459  0.11
85 H 7.31117 7.93809 9.56200  0.10
86 H 6.95400 7.68838 11.24569  0.13
87 H 9.97481 5.90583 11.90845  0.12
88 H 8.47646 6.38726 12.55925  0.12
89 H 11.83105 7.49821 11.44261  0.15
90 H 11.48135 9.19748 11.66162  0.11
91 H 9.36752 9.92880 12.66549  0.05
92 H 8.19459 8.81182 13.03844  0.13
93 N 12.12714 12.86888 7.18997  0.19
94 C 11.56593 12.33635 8.27297  -0.44
95 O 11.59872 11.06889 8.55252  -0.15
96 C 11.06826 13.28271 9.23508  -0.21
97 C 10.37129 12.91337 10.39923  -0.17
98 N 9.86164 12.61714 11.42265  0.17
99 C 11.44653 14.60096 8.98300  -0.26
100 N 11.87715 15.64304 8.68595  0.14
101 H 12.32162 12.31012 6.32130  0.16
102 H 12.10112 13.85786 7.12410  0.07

2.
Computed, not measured: 3 unconnected molecules or ions with the total composition C28H56N3O3 at a distorted geometry, with wB97M-V/def2-TZVPD.

charge = -1
frontier orbital gap (spin up / spin down) = 3.913 / 3.837 eV
2S+1 = 3

Each line ends with the Löwdin charge.
Cartesian coordinates (Å):
1 C -4.52817 -3.70936 -0.31251  -0.10
2 C -3.09905 -3.13800 -0.46618  -0.21
3 C -1.95089 -4.04751 -0.98484  -0.22
4 C -2.29687 -5.43977 -1.41536  -0.06
5 C -2.45230 -6.42975 -0.27031  -0.19
6 C -1.16669 -6.63058 0.56217  -0.15
7 N -1.31430 -6.44934 2.01259  -0.09
8 C -1.42110 -5.03759 2.42841  -0.20
9 C -0.02943 -4.40921 2.42608  -0.07
10 C -2.32100 -7.24960 2.55142  -0.55
11 C -1.93376 -8.65602 2.94759  0.00
12 O -3.42248 -6.89250 2.75962  0.12
13 H -4.67491 -4.75031 -0.57099  0.04
14 H -5.22217 -3.08347 -0.85684  0.06
15 H -4.83122 -3.60693 0.72314  0.07
16 H -3.15114 -2.27225 -1.10694  0.08
17 H -2.78677 -2.73829 0.49040  0.07
18 H -1.17005 -4.09104 -0.23952  0.06
19 H -1.48546 -3.54460 -1.83053  0.10
20 H -3.22611 -5.47190 -1.97403  0.08
21 H -2.67223 -7.38304 -0.74927  0.10
22 H -3.31474 -6.16461 0.33226  0.10
23 H -0.39756 -5.96164 0.19578  0.11
24 H -0.79232 -7.63737 0.39860  0.11
25 H -2.09337 -4.45163 1.81176  0.11
26 H -1.76347 -5.00375 3.45065  0.12
27 H 0.22081 -4.03832 1.43656  0.06
28 H 0.00579 -3.55401 3.08327  0.07
29 H 0.71502 -5.13809 2.71312  0.07
30 H -2.66689 -9.36835 2.60099  0.07
31 H -0.93689 -8.93153 2.62444  0.07
32 H -1.96216 -8.66513 4.03079  0.08
33 C -0.01075 2.28424 0.47342  -0.06
34 C -1.19007 1.30433 0.66226  -0.53
35 C -2.49366 2.10898 0.76381  -0.16
36 C -2.62258 2.85105 2.08762  -0.20
37 C -2.45861 1.87668 3.24749  -0.16
38 C -1.18914 1.01301 3.15311  -0.54
39 N -0.96144 0.42187 1.82120  -0.17
40 O -1.84375 -0.68235 1.69256  -0.33
41 C 0.03533 1.85477 3.57580  -0.06
42 C -1.28964 -0.08140 4.21028  -0.08
43 C -1.22184 0.48855 -0.62432  -0.07
44 H -0.03381 2.72834 -0.52591  0.06
45 H -0.02271 3.12742 1.16315  0.05
46 H 0.94368 1.76663 0.57788  0.08
47 H -3.34825 1.43343 0.65695  0.11
48 H -2.56045 2.82322 -0.06742  0.11
49 H -1.88904 3.66254 2.15559  0.09
50 H -3.60660 3.32903 2.14710  0.10
51 H -2.46064 2.43260 4.19423  0.11
52 H -3.33733 1.22477 3.27320  0.11
53 H 0.95833 1.30465 3.38682  0.08
54 H -0.00376 2.08018 4.64718  0.07
55 H 0.10009 2.81967 3.07482  0.05
56 H -2.19147 -0.67897 4.09031  0.06
57 H -1.32444 0.36556 5.21049  0.07
58 H -0.42509 -0.74829 4.16628  0.07
59 H -0.30830 -0.10193 -0.73256  0.08
60 H -1.29977 1.15554 -1.49036  0.07
61 H -2.07514 -0.18733 -0.65708  0.05
62 C 3.96014 6.57375 -2.31527  -0.04
63 C 3.89169 5.12881 -1.77705  -0.49
64 C 5.22323 4.42412 -2.03843  -0.14
65 C 5.44023 4.09399 -3.51358  -0.18
66 C 4.26366 3.28771 -4.06194  -0.13
67 C 2.89562 3.92301 -3.79445  -0.49
68 N 2.74887 4.38870 -2.38459  -0.08
69 O 2.46261 3.37988 -1.63978  -0.01
70 C 2.66148 5.09623 -4.76905  -0.04
71 C 1.81119 2.90517 -4.14526  -0.04
72 C 3.69058 5.28676 -0.27131  -0.04
73 H 4.60335 7.18144 -1.67780  0.08
74 H 4.38125 6.65260 -3.31515  0.05
75 H 2.97154 7.03521 -2.31985  0.09
76 H 5.26545 3.49463 -1.46153  0.13
77 H 6.04380 5.04735 -1.67451  0.12
78 H 5.58579 5.00707 -4.09836  0.10
79 H 6.36000 3.51496 -3.62530  0.11
80 H 4.39001 3.14367 -5.13771  0.12
81 H 4.29326 2.28975 -3.61319  0.13
82 H 1.76249 5.65146 -4.49749  0.09
83 H 2.52163 4.72157 -5.78372  0.08
84 H 3.49376 5.79513 -4.82423  0.06
85 H 1.93334 1.96813 -3.60498  0.08
86 H 1.85847 2.67047 -5.20911  0.08
87 H 0.81604 3.29697 -3.92924  0.09
88 H 2.74049 5.77678 -0.05188  0.09
89 H 4.49058 5.89996 0.14470  0.08
90 H 3.71214 4.33343 0.25381  0.08

- Look up the 2S+1 of the second one.
  3